{"formula": "C5H10O2", "method": "ωB97M-V/def2-TZVPD", "energy_ev": -9437.36260, "lumo_ev": -0.563, "homo_ev": -8.851, "e_above_lowest_kj_mol": 548.08, "total_charge": 0, "gap_ev": 8.287, "elements": ["O", "C", "O", "C", "C", "C", "C", "H", "H", "H", "H", "H", "H", "H", "H", "H", "H"], "coordinates": [[1.924, 0.419, 0.421], [0.970, 0.867, -0.226], [0.841, 0.947, -1.472], [-0.253, 1.310, 0.585], [-1.267, 0.192, 0.433], [-0.538, -1.198, 0.204], [-1.396, -2.452, -0.059], [-0.764, -0.266, -0.785], [0.111, 1.275, 1.607], [-0.611, 2.316, 0.404], [-2.166, 0.432, -0.172], [-1.830, 0.120, 1.364], [-0.156, -1.387, 1.196], [0.434, -1.303, -0.307], [-1.264, -2.817, -1.080], [-0.997, -3.277, 0.526], [-2.452, -2.323, 0.169]]}